# 1
{
  "formula": "C17H52O9",
  "method": "ωB97M-V/def2-TZVPD",
  "smiles": "CCO.CCO.CCO.CCO.CCO.CCO.CCO.CCO.CO",
  "multiplicity": 1,
  "e_above_lowest_kcal_mol": 61.74,
  "symbols": ["C", "C", "O", "H", "H", "H", "H", "H", "H", "C", "C", "O", "H", "H", "H", "H", "H", "H", "C", "C", "O", "H", "H", "H", "H", "H", "H", "C", "C", "O", "H", "H", "H", "H", "H", "H", "C", "C", "O", "H", "H", "H", "H", "H", "H", "C", "C", "O", "H", "H", "H", "H", "H", "H", "C", "C", "O", "H", "H", "H", "H", "H", "H", "C", "C", "O", "H", "H", "H", "H", "H", "H", "C", "O", "H", "H", "H", "H"],
  "positions_angstrom": [[-0.523, 5.662, -1.517], [-0.452, 4.182, -1.106], [0.382, 3.530, -2.067], [-1.072, 6.263, -0.819], [-1.079, 5.655, -2.440], [0.503, 5.923, -1.585], [-1.459, 3.705, -1.220], [-0.030, 4.050, -0.110], [0.630, 2.666, -1.694], [-1.798, 1.992, 2.278], [-2.071, 0.514, 2.181], [-1.240, -0.175, 3.136], [-2.271, 2.358, 3.205], [-2.204, 2.593, 1.479], [-0.739, 2.169, 2.418], [-1.875, 0.039, 1.216], [-3.145, 0.260, 2.328], [-1.625, 0.045, 3.995], [5.636, -2.622, -1.614], [4.275, -2.293, -1.098], [4.141, -2.429, 0.316], [5.587, -2.645, -2.728], [5.984, -3.610, -1.293], [6.346, -1.806, -1.383], [3.501, -2.907, -1.534], [3.985, -1.274, -1.270], [4.800, -3.036, 0.647], [-2.983, -3.491, -0.798], [-1.555, -3.392, -0.202], [-1.301, -2.048, 0.223], [-3.764, -2.931, -0.158], [-3.342, -4.454, -0.909], [-3.018, -2.992, -1.834], [-0.816, -3.642, -0.930], [-1.427, -4.127, 0.580], [-0.371, -1.866, 0.457], [0.824, -3.301, 3.580], [1.250, -3.882, 2.181], [1.270, -2.885, 1.234], [1.571, -2.678, 4.074], [0.444, -4.031, 4.342], [-0.031, -2.570, 3.460], [0.583, -4.732, 1.927], [2.249, -4.308, 2.240], [2.191, -2.765, 1.012], [3.409, 1.489, 2.987], [2.584, 0.226, 3.208], [1.482, 0.289, 2.351], [4.329, 1.670, 3.574], [2.735, 2.344, 3.179], [3.609, 1.517, 1.859], [2.249, 0.125, 4.213], [3.251, -0.673, 2.952], [0.710, 0.150, 2.903], [-0.676, 0.004, -3.729], [-1.700, 0.342, -2.676], [-2.405, -0.811, -2.269], [-0.093, 0.931, -3.864], [-1.238, -0.305, -4.643], [-0.065, -0.829, -3.411], [-2.426, 1.149, -2.973], [-1.130, 0.716, -1.815], [-2.028, -1.076, -1.410], [-4.585, 2.674, -2.801], [-4.658, 1.806, -1.532], [-3.943, 2.406, -0.450], [-4.908, 2.055, -3.697], [-3.558, 2.957, -3.017], [-5.284, 3.473, -2.708], [-4.173, 0.853, -1.795], [-5.706, 1.732, -1.201], [-3.784, 1.710, 0.148], [2.218, 0.569, -0.832], [1.338, 1.594, -0.332], [1.754, -0.443, -0.666], [2.303, 0.693, -1.935], [3.202, 0.583, -0.365], [1.221, 1.364, 0.547]],
  "forces_ev_per_a": [[-0.6, -2.0, 0.4], [-0.9, -0.4, -0.9], [0.2, -0.1, 0.0], [-0.1, 0.3, 0.5], [0.3, 0.4, -0.6], [0.8, 0.9, -0.5], [0.5, 0.4, 0.8], [-0.2, 0.0, 0.2], [-0.1, 0.5, 0.1], [-0.6, 0.2, 1.0], [-0.3, -0.7, -0.5], [-0.6, 0.1, 0.2], [0.1, 0.0, -0.2], [0.0, 0.1, -0.4], [0.3, 0.1, -0.4], [0.5, 0.3, 0.0], [0.5, 0.3, 0.3], [0.3, -0.2, 0.0], [0.5, 0.6, -1.3], [-0.7, -0.3, 0.7], [-0.1, 0.1, 0.6], [0.0, -0.1, 0.7], [0.1, 0.3, 0.1], [-0.1, -0.7, 0.2], [-0.2, -0.4, -0.5], [0.1, 0.6, -0.5], [0.2, -0.3, 0.1], [0.0, 3.9, -0.3], [-0.7, 0.3, -0.2], [-0.5, 0.4, 0.0], [1.4, -0.8, -0.8], [-0.4, -2.2, -0.1], [0.1, -0.7, 1.6], [0.5, -0.3, -0.9], [-0.1, 0.0, 0.7], [-0.3, -0.9, 0.0], [-1.4, 0.4, 0.1], [-0.5, -0.9, 2.5], [-0.4, 0.7, -1.1], [0.4, -0.3, -0.2], [0.6, 0.2, -0.9], [0.7, -0.9, -0.3], [0.1, 0.6, -0.1], [0.2, -0.3, 0.3], [0.5, 0.5, -0.5], [-0.4, 0.8, -1.3], [2.4, -0.7, -0.8], [-0.3, 0.0, -0.4], [-0.4, -0.6, -0.3], [0.3, -0.2, -0.1], [0.1, 0.1, 1.6], [-0.1, -0.1, 1.0], [-1.0, 0.9, 0.3], [-0.8, -0.2, -0.3], [-1.1, 0.7, -0.9], [0.2, 0.6, 0.7], [-0.3, -0.2, 0.5], [0.1, -0.5, -0.5], [0.8, 0.3, 0.4], [0.3, -0.1, 0.2], [0.8, -0.8, 0.0], [-0.3, 0.3, 0.0], [-0.2, -0.2, -0.2], [-0.3, -1.8, -0.4], [0.2, 0.2, -0.8], [-0.1, 1.3, -1.2], [0.2, 0.6, 1.1], [-0.1, 0.5, 0.2], [-0.1, 1.0, -0.1], [-0.6, 0.0, 0.4], [0.2, -0.5, -0.4], [0.4, -1.1, 1.2], [-1.2, -0.6, -0.8], [1.2, -0.2, -2.9], [0.5, 0.8, 0.0], [0.1, 0.1, 0.8], [0.0, 0.2, 0.0], [-0.6, -0.5, 3.1]],
  "lowdin_charge": [-0.07, -0.32, -0.12, 0.06, 0.07, 0.06, 0.10, 0.10, 0.03, -0.07, -0.29, -0.10, 0.09, 0.06, 0.07, 0.09, 0.12, 0.10, -0.08, -0.31, -0.09, 0.09, 0.08, 0.09, 0.11, 0.08, 0.08, -0.07, -0.28, -0.12, 0.11, 0.03, 0.09, 0.10, 0.09, 0.07, -0.07, -0.31, -0.08, 0.05, 0.08, 0.07, 0.11, 0.10, 0.05, -0.08, -0.33, -0.09, 0.08, 0.08, 0.09, 0.10, 0.13, 0.05, -0.08, -0.33, -0.11, 0.08, 0.09, 0.07, 0.10, 0.11, 0.04, -0.09, -0.30, -0.08, 0.10, 0.06, 0.05, 0.09, 0.11, 0.03, -0.12, -0.12, 0.09, 0.10, 0.07, 0.00]
}

***

# 2
{
  "formula": "C17H53O22P5",
  "method": "ωB97M-V/def2-TZVPD",
  "smiles": "COP(=O)(OC)OC.COP(=O)(OC)OC.COP(=O)(OC)OC.COP(=O)(OC)OC.COP(=O)(OC)OC.CO.CO",
  "multiplicity": 1,
  "e_above_lowest_kcal_mol": 104.06,
  "symbols": ["C", "O", "P", "O", "O", "C", "O", "C", "H", "H", "H", "H", "H", "H", "H", "H", "H", "C", "O", "P", "O", "O", "C", "O", "C", "H", "H", "H", "H", "H", "H", "H", "H", "H", "C", "O", "P", "O", "O", "C", "O", "C", "H", "H", "H", "H", "H", "H", "H", "H", "H", "C", "O", "P", "O", "O", "C", "O", "C", "H", "H", "H", "H", "H", "H", "H", "H", "H", "C", "O", "P", "O", "O", "C", "O", "C", "H", "H", "H", "H", "H", "H", "H", "H", "H", "C", "O", "H", "H", "H", "H", "C", "O", "H", "H", "H", "H"],
  "positions_angstrom": [[-2.269, -5.415, 3.602], [-1.583, -4.581, 2.695], [-2.264, -4.049, 1.348], [-3.121, -2.811, 1.603], [-1.130, -3.825, 0.244], [0.204, -4.183, 0.468], [-3.114, -5.273, 0.804], [-4.401, -5.587, 1.293], [-1.930, -6.412, 3.321], [-3.349, -5.288, 3.671], [-1.775, -5.160, 4.540], [0.679, -3.207, 0.572], [0.631, -4.795, -0.327], [0.519, -4.547, 1.446], [-4.730, -4.688, 1.815], [-4.317, -6.442, 1.964], [-5.069, -5.900, 0.491], [0.160, 0.351, -3.468], [0.223, 1.758, -3.691], [-0.732, 2.425, -4.807], [-0.242, 2.144, -6.199], [-0.732, 4.065, -4.299], [0.222, 5.020, -4.648], [-2.180, 1.909, -4.372], [-3.275, 1.846, -5.379], [0.886, -0.100, -2.791], [0.374, -0.262, -4.343], [-0.794, -0.047, -3.123], [-0.301, 5.948, -4.878], [0.806, 4.748, -5.528], [0.908, 5.103, -3.805], [-3.704, 0.855, -5.523], [-2.983, 2.244, -6.351], [-4.100, 2.511, -5.122], [-2.045, 2.029, -1.065], [-3.308, 2.588, -1.309], [-3.752, 4.012, -0.684], [-3.303, 4.224, 0.734], [-5.401, 4.079, -0.881], [-6.289, 3.885, 0.234], [-3.148, 4.941, -1.871], [-3.897, 5.072, -2.999], [-1.808, 1.467, -1.968], [-2.020, 1.379, -0.190], [-1.214, 2.694, -0.831], [-6.513, 4.909, 0.532], [-5.801, 3.219, 0.946], [-7.193, 3.458, -0.199], [-4.234, 6.108, -3.017], [-4.746, 4.391, -3.056], [-3.338, 4.860, -3.911], [2.454, -3.198, 3.562], [1.454, -3.834, 4.395], [1.484, -3.514, 5.965], [1.106, -2.137, 6.307], [0.543, -4.681, 6.628], [-0.776, -4.425, 7.033], [2.998, -3.991, 6.486], [3.241, -4.028, 7.935], [2.005, -2.497, 2.859], [3.028, -3.986, 3.074], [3.102, -2.552, 4.153], [-1.378, -5.131, 6.459], [-1.017, -3.410, 6.717], [-0.821, -4.615, 8.105], [4.063, -3.531, 8.449], [3.136, -5.024, 8.365], [2.430, -3.416, 8.331], [2.988, 3.465, -1.493], [2.925, 2.715, -2.667], [4.299, 2.322, -3.432], [5.357, 3.381, -3.590], [4.983, 1.118, -2.688], [4.227, 0.012, -2.066], [3.619, 1.793, -4.796], [3.232, 2.637, -5.889], [2.098, 4.087, -1.406], [3.858, 4.122, -1.521], [3.098, 2.652, -0.776], [3.436, -0.228, -2.776], [3.766, 0.401, -1.158], [4.769, -0.924, -1.930], [2.143, 2.664, -5.893], [3.675, 2.322, -6.834], [3.549, 3.680, -5.873], [0.795, 0.030, 1.044], [1.679, 0.334, -0.010], [1.225, -0.405, 1.946], [0.260, 0.940, 1.315], [0.035, -0.708, 0.787], [2.409, 0.770, 0.435], [4.219, 0.506, 2.245], [3.871, 1.557, 1.337], [5.160, 0.797, 2.712], [3.450, 0.298, 2.989], [4.285, -0.378, 1.610], [4.034, 2.339, 1.868]],
  "forces_ev_per_a": [[1.2, -0.4, 0.6], [0.4, 1.2, -1.8], [-2.7, 3.1, 0.9], [2.0, -2.8, -0.7], [-1.7, -1.1, 1.3], [2.1, 1.3, 0.6], [1.2, -0.4, -0.9], [-0.3, 0.1, 0.5], [-0.7, -0.4, 0.3], [0.2, 0.1, -0.2], [-0.5, -0.2, 0.2], [0.7, 0.1, -0.9], [-0.3, 0.2, 0.0], [-1.0, -0.9, 0.1], [-0.7, -0.3, 0.0], [0.0, 0.1, 0.2], [0.2, 0.4, -0.2], [0.0, -1.9, -0.5], [-0.8, 0.0, 0.1], [1.7, 1.5, -0.1], [-1.3, 0.8, 2.0], [-1.5, -4.2, -0.8], [0.9, 0.1, -0.3], [-0.7, 0.2, -1.5], [0.1, 0.9, -0.2], [0.3, 1.3, 0.6], [-0.1, 0.6, -0.8], [-0.3, 0.7, 0.1], [0.1, 0.1, 0.3], [0.0, -0.1, -0.1], [0.1, 0.4, -0.1], [0.6, -0.2, 0.5], [0.7, -0.3, 0.0], [0.2, 0.0, 0.8], [1.2, -0.9, 0.2], [-1.6, 1.0, 0.7], [-0.1, -0.6, 1.0], [-0.6, 0.1, -2.6], [2.9, -0.3, -0.7], [0.3, 0.4, -0.8], [0.5, -0.7, 3.5], [-1.4, 0.6, -2.5], [0.1, 0.0, 0.3], [-0.6, -0.3, -0.1], [-0.3, 0.8, -0.5], [-0.1, -0.4, 0.9], [-0.4, 0.4, 0.4], [0.1, -0.2, 0.2], [-0.4, 0.0, -0.4], [-0.2, 0.2, 0.2], [0.5, 0.1, 0.2], [0.1, 0.4, 0.4], [0.6, 0.0, 0.8], [0.6, -1.3, 1.3], [0.2, -0.5, 0.0], [2.7, 0.9, -1.3], [-0.3, 0.1, -0.6], [-0.6, 0.3, -0.3], [-2.4, 0.7, 0.5], [-0.4, -0.5, -0.2], [-0.1, 0.2, 0.0], [0.2, -0.3, 0.2], [-0.4, 0.0, 0.5], [-0.5, 0.1, 0.6], [-0.4, 0.3, -0.1], [0.9, 0.0, -1.5], [0.0, -0.1, -0.6], [-0.3, -0.2, 0.5], [0.6, -0.2, 0.7], [0.9, -0.6, -2.4], [0.6, 2.3, -1.4], [-2.1, -1.3, 0.3], [-0.3, -1.6, 0.6], [-1.0, 1.1, -1.1], [1.1, -0.1, 0.8], [-0.4, 0.7, -0.2], [-0.1, -0.4, 0.2], [0.1, 0.0, 0.3], [-0.2, 1.0, 1.1], [-0.2, -0.1, 0.2], [0.3, -0.4, 0.0], [0.7, 0.6, 0.1], [0.1, -0.3, -0.4], [-0.3, -0.8, 0.2], [0.4, 0.1, 1.0], [-1.1, 0.1, 0.3], [0.0, -0.8, 0.1], [0.7, 0.2, 0.1], [-0.1, 0.0, 0.3], [0.0, 0.0, -0.7], [0.4, 0.5, -0.1], [0.0, -0.2, -0.7], [-0.1, 0.0, 0.7], [0.1, -0.6, 0.1], [-0.1, 0.3, 0.2], [0.5, -0.1, 0.3], [-0.3, 0.5, -0.5]],
  "lowdin_charge": [-0.08, -0.23, 0.44, -0.28, -0.18, -0.12, -0.22, -0.11, 0.11, 0.09, 0.06, 0.08, 0.10, 0.08, 0.08, 0.08, 0.09, -0.11, -0.22, 0.52, -0.26, -0.25, -0.13, -0.23, -0.04, 0.08, 0.09, 0.08, 0.09, 0.08, 0.09, 0.09, 0.08, 0.08, -0.11, -0.22, 0.52, -0.25, -0.27, -0.08, -0.20, -0.17, 0.06, 0.09, 0.10, 0.09, 0.09, 0.09, 0.10, 0.08, 0.08, -0.08, -0.22, 0.46, -0.23, -0.24, -0.11, -0.24, -0.09, 0.07, 0.10, 0.08, 0.07, 0.09, 0.10, 0.09, 0.09, 0.07, -0.10, -0.24, 0.42, -0.26, -0.20, -0.03, -0.22, -0.09, 0.09, 0.09, 0.06, 0.08, 0.05, 0.09, 0.05, 0.09, 0.09, -0.15, -0.13, 0.06, 0.08, 0.07, 0.00, -0.12, -0.14, 0.09, 0.08, 0.08, 0.09]
}

***

no.,E_HOMO (hartree),orbital gap (Eh),total energy (eV)
1,-0.3384,0.3545,-36896.77355
2,-0.3698,0.3832,-109984.55785